DFT (ωB97M-V with the def2-TZVPD basis set) results for an isolated molecule of C5H9BrN4O.

The geometry in XYZ format:
```
20
Properties=species:S:1:pos:R:3:nbo_charge:R:1
C 0.812 -0.287 1.200 0.66
C 2.804 -0.234 -1.646 -0.61
C 2.260 0.804 -0.608 -0.23
C -2.662 -0.748 0.255 -0.18
C -3.129 0.194 1.269 -0.44
N -0.460 -0.704 1.167 -0.42
N -1.027 -0.346 0.041 -0.01
N 1.002 0.331 -0.131 -0.20
N -0.086 0.290 -0.775 -0.02
O 1.636 -0.426 2.083 -0.65
Br -3.076 2.088 0.528 -0.04
H 3.787 0.147 -2.174 0.21
H 3.163 -1.181 -1.452 0.22
H 2.102 -0.284 -2.452 0.21
H 3.051 0.879 0.194 0.26
H 2.148 1.651 -1.166 0.22
H -3.218 -0.869 -0.686 0.24
H -2.273 -1.726 0.616 0.27
H -2.626 0.248 2.244 0.27
H -4.207 0.175 1.491 0.25
```

Computed properties:
* HOMO energy: -8.2 eV
* gap between HOMO and LUMO: 8.3 eV
* energy relative to the best compared isomer or geometry (same formula, charge and spin): 0.0 kJ/mol
* LUMO level: 0.006 Eh